Density functional theory data (ωB97M-V/def2-TZVPD) for C6H9NO as an isolated structure at a distorted geometry.

Output
frontier orbital gap = 8.62 eV
M = 111.144 g/mol
largest force on an atom = 0.1402 Eh/bohr
2S+1 = 1

Last column: natural (NBO) charge in e.
Cartesian coordinates (Å):
O1 -1.165 -1.198 -0.687  -0.554
N1 1.489 0.078 -0.327  -0.450
C1 1.769 -0.952 0.660  -0.256
C2 -3.005 0.006 0.389  -0.749
C3 0.634 1.186 -0.141  0.106
C4 -1.561 -0.187 -0.029  0.483
C5 2.916 0.024 -0.072  -0.229
C6 -0.807 0.996 -0.072  -0.384
H1 1.070 2.262 -0.199  0.215
H2 1.373 -2.226 0.385  0.267
H3 -3.316 0.740 -0.383  0.245
H4 -1.317 2.016 0.095  0.214
H5 1.691 -0.496 1.863  0.202
H6 -3.728 -0.891 0.507  0.243
H7 3.720 -0.291 -0.751  0.222
H8 -3.553 0.613 1.144  0.252
H9 3.286 0.880 0.709  0.174



Density functional theory data (ωB97M-V/def2-TZVPD) for C2H14CdO6 as an isolated structure at a distorted geometry.

Output
frontier orbital gap = 3.17 eV
M = 246.540 g/mol
largest force on an atom = 0.0488 Eh/bohr
2S+1 = 1

Last column: natural (NBO) charge in e.
Cartesian coordinates (Å):
Cd1 -0.479 -0.934 -0.146  0.782
O1 -2.491 2.075 0.895  -0.579
O2 2.013 0.912 1.306  -0.948
O3 -3.121 -2.583 -0.966  -0.953
O4 1.707 -3.524 -0.188  -0.948
O5 1.289 0.555 -3.077  -0.599
O6 -0.520 -2.344 3.035  -0.947
C1 2.095 1.649 -3.533  -0.285
C2 -2.104 3.266 1.498  -0.278
H1 -1.381 2.969 2.259  0.164
H2 -2.970 3.787 1.906  0.175
H3 -1.591 4.039 0.925  0.129
H4 2.559 2.110 -2.660  0.174
H5 -1.223 -2.568 3.645  0.475
H6 2.864 1.390 -4.261  0.156
H7 2.786 0.923 1.871  0.470
H8 -3.915 -2.145 -1.272  0.483
H9 2.630 -3.620 -0.423  0.479
H10 1.446 2.380 -4.014  0.151
H11 2.000 1.779 0.900  0.479
H12 -3.235 -3.497 -1.226  0.475
H13 1.396 -4.421 -0.067  0.472
H14 0.244 -2.199 3.592  0.474



Density functional theory data (ωB97M-V/def2-TZVPD) for a 16-piece molecular cluster, C75H191N9O25 overall at a distorted geometry.

Output
frontier orbital gap = 8.44 eV
M = 1619.391 g/mol
largest force on an atom = 0.0653 Eh/bohr
2S+1 = 1

Last column: Löwdin charge in e.
Cartesian coordinates (Å):
O1 -5.071 -3.944 -4.721  -0.063
O2 -2.454 3.486 3.424  -0.081
O3 -5.710 10.057 -0.766  -0.199
O4 5.133 -3.488 6.103  -0.199
O5 5.435 -0.068 -4.859  -0.236
O6 -0.921 -7.680 3.808  -0.230
O7 2.701 0.524 -4.755  -0.045
O8 -5.319 -3.891 4.681  -0.213
O9 7.360 0.380 -1.500  -0.206
O10 1.039 5.576 -1.862  -0.058
O11 -4.757 -6.384 2.105  -0.186
O12 -1.592 -4.157 1.329  -0.219
O13 4.335 -8.371 -1.600  -0.192
O14 -5.105 -1.331 2.821  -0.230
O15 -1.817 5.501 -2.772  -0.065
O16 1.736 2.529 0.424  -0.190
O17 2.357 -0.514 4.286  -0.176
O18 8.161 4.060 1.237  -0.059
O19 -1.225 -0.304 -0.490  -0.168
O20 -2.474 -3.153 -5.774  -0.205
O21 2.059 8.517 1.654  -0.052
O22 -2.478 7.318 1.032  -0.180
O23 -5.819 -1.256 -2.282  -0.179
O24 1.701 -3.035 0.907  -0.204
O25 1.919 -3.772 -3.408  -0.223
N1 -6.316 -3.609 1.683  -0.045
N2 2.560 -2.073 6.581  -0.035
N3 -4.676 7.429 -0.694  -0.058
N4 -3.776 -0.860 -4.210  -0.042
N5 -2.671 -2.949 4.071  -0.039
N6 7.109 1.928 -3.800  -0.047
N7 2.761 -6.483 -3.746  -0.050
N8 1.123 -5.704 1.367  -0.025
N9 -0.956 1.677 1.476  -0.037
C1 7.696 0.870 -4.577  -0.217
C2 -3.090 -0.803 -5.478  -0.198
C3 -3.978 4.455 -2.654  -0.049
C4 3.216 -5.582 -2.701  -0.222
C5 3.493 -2.576 7.602  -0.210
C6 0.498 -6.838 2.047  -0.212
C7 2.178 -0.681 6.693  -0.243
C8 -0.639 2.741 0.548  -0.179
C9 3.380 6.448 2.058  -0.046
C10 -2.204 0.927 1.225  -0.172
C11 -3.540 -7.108 2.104  -0.081
C12 -6.324 9.061 -1.587  -0.225
C13 6.953 5.363 -0.383  -0.054
C14 6.407 -3.072 6.469  -0.126
C15 2.915 7.824 2.560  -0.503
C16 6.633 0.372 -5.514  -0.180
C17 -5.771 -1.248 1.536  -0.171
C18 -2.915 -4.353 4.277  -0.211
C19 2.337 -5.050 1.922  -0.190
C20 1.973 -2.231 -0.259  -0.079
C21 -6.352 -4.902 1.104  -0.189
C22 -2.962 -3.342 -7.086  -0.105
C23 -5.648 -2.631 0.885  -0.208
C24 5.526 -1.246 -4.099  -0.099
C25 2.147 7.713 3.836  -0.066
C26 7.877 2.386 -2.663  -0.202
C27 2.965 2.683 0.987  -0.154
C28 6.609 0.729 -0.294  -0.046
C29 -5.035 -5.685 0.958  -0.257
C30 0.696 3.371 0.975  -0.165
C31 8.337 5.038 0.184  -0.494
C32 3.665 1.781 -2.967  -0.047
C33 -5.346 -0.033 -2.650  -0.268
C34 2.779 -3.948 1.009  -0.245
C35 -4.126 -4.593 5.128  -0.184
C36 1.272 1.112 -2.809  -0.046
C37 -2.869 5.687 4.217  -0.054
C38 -4.813 0.094 -4.036  -0.221
C39 -4.426 6.267 0.217  -0.198
C40 -1.533 -4.239 -0.109  -0.082
C41 -2.678 4.632 -3.465  -0.455
C42 -1.083 7.331 1.143  -0.095
C43 3.683 -8.646 -2.845  -0.210
C44 -6.104 7.718 -0.898  -0.216
C45 2.478 -7.830 -3.254  -0.218
C46 -7.017 -1.649 -2.894  -0.093
C47 3.483 -8.394 -0.489  -0.133
C48 -5.297 -0.156 3.583  -0.098
C49 3.250 -4.205 -3.246  -0.244
C50 -0.109 -6.574 3.381  -0.219
C51 1.791 -2.621 -4.206  -0.093
C52 -4.052 -4.268 -2.514  -0.051
C53 -1.019 4.329 5.153  -0.051
C54 8.400 1.272 -1.784  -0.252
C55 3.452 5.228 -2.129  -0.046
C56 -6.515 -4.443 5.288  -0.084
C57 1.889 5.456 -4.093  -0.052
C58 8.978 6.303 0.706  -0.066
C59 -1.330 -0.958 -1.789  -0.055
C60 -1.212 -7.723 5.187  -0.107
C61 -1.992 -1.836 -5.608  -0.200
C62 -2.340 0.376 -0.135  -0.307
C63 -5.090 -6.166 -3.656  -0.046
C64 -1.615 -2.798 1.731  -0.191
C65 4.212 -3.798 7.124  -0.235
C66 2.050 4.947 -2.678  -0.470
C67 1.748 -0.053 3.139  -0.140
C68 1.511 -0.301 5.440  -0.230
C69 2.384 1.468 -3.746  -0.475
C70 -1.540 -2.665 3.278  -0.214
C71 -1.801 4.677 3.900  -0.511
C72 -5.184 -4.640 -3.478  -0.453
C73 -2.975 6.115 0.529  -0.256
C74 -5.671 11.277 -1.436  -0.133
C75 -1.943 3.268 -3.564  -0.029
H1 -0.218 1.017 1.462  0.075
H2 8.135 0.014 -3.976  0.129
H3 -6.719 11.570 -1.663  0.098
H4 0.452 -4.973 1.227  0.049
H5 8.728 3.027 -2.983  0.127
H6 3.699 6.485 1.028  0.059
H7 -4.159 -5.058 0.746  0.095
H8 0.162 5.410 -2.204  0.035
H9 -4.650 3.690 -3.103  0.086
H10 -4.394 1.125 -4.029  0.116
H11 -6.102 0.763 -2.535  0.131
H12 -3.412 -4.341 -7.142  0.098
H13 -1.906 -6.877 5.318  0.074
H14 -3.488 5.234 5.006  0.092
H15 0.800 -2.842 -4.588  0.085
H16 6.225 1.612 -3.462  0.054
H17 8.965 4.142 1.778  0.088
H18 -6.672 -4.386 6.365  0.081
H19 -1.687 -8.686 5.357  0.085
H20 -2.318 6.318 -2.644  0.102
H21 -4.606 0.225 -1.908  0.102
H22 4.712 -4.302 7.964  0.122
H23 2.691 5.146 -4.736  0.074
H24 -2.295 0.158 2.009  0.118
H25 -1.802 2.871 3.005  0.059
H26 -4.214 8.265 -0.292  0.112
H27 -5.145 -6.284 0.059  0.108
H28 -5.483 -6.669 -2.780  0.068
H29 -0.781 -5.668 3.290  0.108
H30 2.751 7.295 4.631  0.077
H31 -1.356 -1.555 -6.417  0.115
H32 -2.138 -3.296 -7.806  0.092
H33 1.862 3.874 -2.708  0.091
H34 -4.859 5.396 -0.273  0.099
H35 1.820 -2.794 -1.184  0.072
H36 6.801 -3.626 7.338  0.095
H37 4.247 4.673 -2.628  0.067
H38 -1.323 -1.595 3.434  0.099
H39 -3.889 -4.312 6.129  0.112
H40 -1.018 3.326 -4.142  0.074
H41 -1.524 -0.217 -2.583  0.077
H42 3.721 -4.174 -4.258  0.134
H43 0.780 3.405 2.070  0.113
H44 8.815 1.719 -0.856  0.120
H45 -2.546 2.414 -3.828  0.049
H46 -2.021 -4.705 4.777  0.108
H47 6.258 1.177 -6.153  0.134
H48 -2.509 1.202 -0.821  0.111
H49 2.454 -2.615 -5.064  0.088
H50 3.685 0.454 -4.716  0.051
H51 4.203 -5.842 -2.315  0.128
H52 6.991 -0.407 -6.168  0.119
H53 -7.291 -3.773 4.908  0.088
H54 4.538 -1.458 -3.645  0.074
H55 0.312 0.959 -3.275  0.059
H56 -0.156 3.736 4.858  0.064
H57 -0.868 8.378 1.373  0.095
H58 3.519 -4.519 6.665  0.130
H59 -6.761 -4.725 0.078  0.120
H60 0.857 -0.637 2.856  0.079
H61 1.283 -1.364 -0.159  0.089
H62 -3.161 -4.817 -2.832  0.086
H63 1.230 -7.624 2.151  0.107
H64 -3.838 -3.232 -2.478  0.039
H65 5.861 -0.024 -0.105  0.076
H66 -2.645 0.196 -5.439  0.119
H67 -1.596 3.043 -2.543  0.066
H68 6.311 5.736 0.435  0.083
H69 2.013 -8.365 -4.064  0.114
H70 -6.832 -0.975 1.733  0.131
H71 1.824 6.527 -4.000  0.082
H72 -0.542 7.028 0.250  0.086
H73 -5.975 9.147 -2.652  0.129
H74 -7.304 -2.636 -2.539  0.079
H75 -4.740 -0.268 4.510  0.092
H76 -2.550 -2.289 1.388  0.117
H77 -3.702 -2.578 -7.412  0.096
H78 4.057 0.844 -2.623  0.073
H79 -1.381 -1.842 -4.695  0.115
H80 3.622 1.951 0.535  0.076
H81 -5.031 11.250 -2.321  0.087
H82 -2.296 -3.617 -0.562  0.050
H83 -6.583 7.677 0.090  0.112
H84 -4.532 5.384 -2.534  0.060
H85 3.613 -3.441 1.526  0.131
H86 -5.613 0.028 -4.752  0.114
H87 0.951 5.046 -4.521  0.081
H88 -1.654 3.713 5.793  0.090
H89 1.410 0.101 -2.356  0.080
H90 -2.458 6.606 4.647  0.090
H91 7.059 -3.144 5.570  0.099
H92 1.358 1.005 3.248  0.091
H93 6.123 1.694 -0.457  0.075
H94 -6.644 6.879 -1.407  0.124
H95 -3.808 -0.770 -6.307  0.115
H96 -6.111 -2.516 -0.076  0.099
H97 3.805 8.458 2.709  0.137
H98 2.813 -9.259 -0.545  0.090
H99 8.970 4.649 -0.602  0.118
H100 -0.611 2.469 -0.516  0.102
H101 3.456 2.347 -2.033  0.080
H102 2.099 2.441 -4.229  0.131
H103 -6.598 -5.468 4.933  0.086
H104 -5.322 -0.460 0.898  0.111
H105 -3.507 -2.508 3.674  0.091
H106 -6.141 -4.337 -3.077  0.111
H107 3.110 -5.846 2.001  0.124
H108 -1.733 -5.305 -0.288  0.095
H109 2.980 -2.255 5.684  0.095
H110 1.954 -1.696 -3.639  0.069
H111 2.541 5.758 2.155  0.064
H112 -0.742 -2.246 1.430  0.093
H113 -2.180 -1.644 -1.802  0.069
H114 -2.840 5.289 1.293  0.118
H115 -3.047 -4.866 3.333  0.090
H116 -4.103 -1.804 -4.059  0.083
H117 -2.734 -6.381 1.962  0.061
H118 0.542 -0.876 5.321  0.140
H119 9.188 6.953 -0.151  0.090
H120 -2.945 4.992 -4.450  0.131
H121 -5.206 11.988 -0.750  0.089
H122 -3.575 -7.927 1.369  0.103
H123 -3.061 1.609 1.380  0.127
H124 6.252 -1.228 -3.297  0.077
H125 3.753 6.281 -2.262  0.087
H126 3.410 3.698 0.911  0.082
H127 2.604 9.020 1.044  0.089
H128 -5.675 -6.392 -4.520  0.065
H129 3.057 -4.296 0.004  0.110
H130 9.970 6.140 1.137  0.078
H131 4.445 -8.558 -3.615  0.123
H132 -0.304 -7.688 5.846  0.099
H133 -0.287 -7.353 1.446  0.128
H134 2.939 -2.883 8.452  0.105
H135 1.282 7.041 3.733  0.073
H136 -4.579 -2.864 0.785  0.105
H137 6.892 6.050 -1.203  0.079
H138 7.271 0.760 0.564  0.086
H139 -4.011 -6.500 -3.751  0.099
H140 -0.754 6.740 2.004  0.064
H141 9.248 0.729 -2.219  0.118
H142 -2.385 5.808 -0.390  0.116
H143 3.721 -3.474 -2.576  0.113
H144 -3.525 5.928 3.406  0.055
H145 -4.893 0.696 3.119  0.059
H146 5.732 -2.169 -4.701  0.106
H147 -1.378 3.540 0.674  0.108
H148 4.041 -8.483 0.460  0.095
H149 1.482 -0.509 7.553  0.136
H150 1.752 -7.807 -2.453  0.107
H151 -5.989 -3.560 2.642  0.087
H152 -4.951 6.457 1.150  0.113
H153 -3.255 -0.224 -0.207  0.109
H154 7.246 3.051 -2.052  0.092
H155 -0.518 -3.968 -0.551  0.108
H156 -7.029 -5.574 1.632  0.121
H157 -1.179 5.087 3.079  0.106
H158 3.341 -9.705 -2.884  0.125
H159 2.847 -7.504 -0.420  0.061
H160 -7.829 -0.963 -2.641  0.096
H161 6.479 4.464 -0.753  0.043
H162 2.238 -4.531 2.938  0.134
H163 2.562 -0.083 2.421  0.091
H164 -6.956 -1.745 -3.966  0.084
H165 2.971 -1.851 -0.202  0.074
H166 4.307 -1.879 7.875  0.121
H167 8.423 1.384 -5.225  0.132
H168 2.989 2.375 2.022  0.072
H169 1.805 8.742 4.129  0.101
H170 -7.402 9.247 -1.704  0.117
H171 2.995 0.042 6.887  0.124
H172 0.685 -6.520 4.167  0.131
H173 -3.704 4.119 -1.644  0.073
H174 -0.479 -1.541 -2.043  0.061
H175 -4.295 -4.584 -1.489  0.067
H176 -6.350 -0.038 3.879  0.097
H177 4.201 6.142 2.699  0.082
H178 2.540 -5.685 -1.844  0.109
H179 -4.136 -3.892 -5.001  0.052
H180 6.395 -2.018 6.664  0.068
H181 -0.642 5.233 5.619  0.076
H182 -3.420 -7.490 3.113  0.082
H183 2.006 -6.031 -4.266  0.115
H184 4.401 2.297 -3.571  0.077
H185 1.101 1.886 -2.076  0.059
H186 0.824 4.413 0.625  0.114
H187 3.493 5.028 -1.042  0.061
H188 8.287 6.662 1.484  0.093
H189 -0.672 -3.152 3.738  0.126
H190 1.225 0.764 5.508  0.121
H191 -4.392 -5.639 5.177  0.108